14
Properties=species:S:1:pos:R:3:lowdin_charge:R:1 method="wB97M-V/def2-TZVPD" total_charge=0 gap_ev="9.067 / 9.067" e_homo_ev="-10.186 / -10.186" e_lumo_ev="-1.1 / -1.1"
C 1.2478 -1.2878 0.1104 0.01
C 0.2749 -0.1442 -0.0800 -0.42
C 0.7217 1.1510 -0.6111 -0.07
O -0.0423 0.2532 -1.4060 -0.03
C -0.8612 -0.1241 0.9099 -0.56
O -0.7326 -0.5686 2.0618 0.07
N -2.0845 0.3870 0.8805 0.20
H 2.0971 -1.1775 -0.5702 0.09
H 1.6203 -1.3027 1.1387 0.09
H 0.7668 -2.2499 -0.0881 0.10
H 0.2091 2.0636 -0.3106 0.12
H 1.7663 1.2642 -0.9019 0.12
H -2.7581 0.7698 -0.2897 0.09
H -2.2254 0.9660 -0.8436 0.18

14
Properties=species:S:1:pos:R:3:lowdin_charge:R:1 method="wB97M-V/def2-TZVPD" total_charge=0 gap_ev=9.505 e_homo_ev=-8.454 e_lumo_ev=1.1
C 1.1849 -1.3199 0.1050 0.00
C 0.5524 0.0393 -0.0213 -0.57
C 1.2033 1.2638 -0.4314 -0.06
O 0.3890 0.5207 -1.3420 0.01
C -1.4146 -0.4146 0.3201 -0.19
O -0.4776 0.3185 0.9706 -0.02
N -2.5828 0.1809 0.2921 0.12
H 2.2183 -1.2625 -0.2444 0.09
H 1.1728 -1.5897 1.1610 0.09
H 0.6599 -2.0962 -0.4624 0.09
H 0.7414 2.1922 -0.1003 0.12
H 2.2718 1.2763 -0.6047 0.12
H -2.8411 1.0178 0.8007 0.11
H -3.2586 -0.2788 -0.2949 0.09

14
Properties=species:S:1:pos:R:3:lowdin_charge:R:1 method="wB97M-V/def2-TZVPD" total_charge=0 gap_ev=10.483 e_homo_ev=-9.512 e_lumo_ev=1.0
C -0.5208 0.2986 -1.3739 -0.02
C 0.4448 0.0972 -0.2365 -0.28
N 1.6891 0.3815 -0.3260 0.03
O 1.9766 0.9653 -1.5549 -0.07
C 0.0368 -0.6435 1.0181 -0.23
C -1.1110 -0.3796 1.9326 -0.10
O -1.1963 -1.3330 0.8916 -0.06
H -0.1414 -0.2233 -2.2619 0.09
H -1.5073 -0.0937 -1.1271 0.08
H -0.5885 1.3539 -1.6573 0.09
H 2.9365 1.0750 -1.5308 0.10
H 0.8679 -1.1930 1.4626 0.14
H -1.1841 -0.8631 2.9132 0.11
H -1.6731 0.5527 1.8711 0.11

14
Properties=species:S:1:pos:R:3:lowdin_charge:R:1 method="wB97M-V/def2-TZVPD" total_charge=0 gap_ev=10.704 e_homo_ev=-10.050 smiles="C[C@@H](C=O)C(N)=O" e_lumo_ev=0.7
C -0.9726 -1.1050 0.7459 -0.05
C -0.3710 -0.0747 -0.2027 -0.27
C -1.1446 1.2386 -0.1579 -0.22
O -2.2408 1.3537 0.3280 0.07
C 1.0810 0.2320 0.1583 -0.53
O 1.3922 0.5798 1.2824 0.07
N 1.9809 0.1482 -0.8616 0.17
H -0.8245 -0.7755 1.7773 0.09
H -2.0452 -1.2047 0.5653 0.08
H -0.4946 -2.0812 0.6194 0.09
H -0.4329 -0.4209 -1.2461 0.14
H -0.6355 2.1052 -0.6308 0.14
H 1.7526 -0.2813 -1.7426 0.10
H 2.9549 0.2860 -0.6349 0.11

14
Properties=species:S:1:pos:R:3:lowdin_charge:R:1 method="wB97M-V/def2-TZVPD" total_charge=0 gap_ev=10.009 e_homo_ev=-9.231 smiles="CC1(C)C=[N+]([O-])O1" e_lumo_ev=0.8
C -0.6059 -1.2784 0.4193 0.08
C 0.0400 0.1442 -0.1079 -0.40
C -0.9088 1.3203 -0.0476 -0.01
C 1.0505 -0.0157 -1.2170 0.00
N 0.0831 -1.1907 1.5038 -0.30
O 0.3425 -1.7567 2.5417 0.05
O 0.6569 0.1139 1.2783 0.00
H -1.0144 -2.1122 -0.0325 0.10
H -1.7013 1.0824 0.7837 0.14
H -1.2453 1.4321 -0.9791 0.03
H -0.5190 2.2466 0.2182 0.07
H 0.5661 0.5138 -2.0228 0.08
H 1.2036 -0.9678 -1.4886 0.03
H 2.0521 0.4683 -0.8495 0.14

14
Properties=species:S:1:pos:R:3:lowdin_charge:R:1 method="wB97M-V/def2-TZVPD" total_charge=0 gap_ev=10.614 e_homo_ev=-9.675 e_lumo_ev=0.9
C 0.2107 0.2383 1.5834 -0.02
C 1.0971 -0.0578 0.4063 -0.33
C 0.7447 -1.0833 -0.5617 -0.01
N -1.4569 -0.2758 -1.3249 0.10
C -1.0383 0.8970 -1.1421 -0.50
O -1.1369 2.0766 -1.0668 0.12
O 0.6736 0.4153 -0.8635 -0.06
H -0.8416 0.0102 1.3861 0.09
H 0.2947 1.2949 1.8512 0.09
H 0.5542 -0.3687 2.4245 0.09
H 2.1481 0.1373 0.5413 0.14
H -0.1295 -1.7218 -0.3829 0.11
H 1.4405 -1.4746 -1.2842 0.12
H -2.4476 -0.2650 -1.4700 0.07

14
Properties=species:S:1:pos:R:3:lowdin_charge:R:1 method="wB97M-V/def2-TZVPD" total_charge=0 gap_ev=10.498 e_homo_ev=-9.650 smiles="CC1=N[C@H](O)OC1" e_lumo_ev=0.8
C -0.5450 -0.3205 0.0092 -0.42
C -0.1187 1.1575 -0.1229 -0.19
C 1.8005 -0.0864 -0.4616 -0.30
C -1.9365 -0.6721 0.1992 -0.06
N 0.3665 -1.1600 -0.2520 0.19
O 1.2534 1.1723 -0.0902 -0.07
O 2.8112 -0.5268 0.3456 0.03
H -0.5531 1.5520 -1.1198 0.14
H -0.4999 1.9751 0.6989 0.17
H 2.0492 -0.2241 -1.4477 0.12
H -2.6838 0.0591 -0.0699 0.08
H -2.2361 -0.7905 1.2584 0.10
H -2.1530 -1.6058 -0.2320 0.07
H 2.4451 -0.5296 1.2848 0.15

14
Properties=species:S:1:pos:R:3:lowdin_charge:R:1 method="wB97M-V/def2-TZVPD" total_charge=0 gap_ev="8.469 / 6.740" e_homo_ev="-8.265 / -7.025" e_lumo_ev="0.2 / -0.3"
C 0.7024 0.5490 -0.4476 -0.25
C -0.7705 1.1763 0.2808 -0.20
C 0.0770 -1.7648 -0.1938 -0.15
N 0.6018 -0.5897 0.4731 -0.05
C 1.9081 0.7616 0.1944 -0.18
O -1.9370 0.6307 -0.2018 -0.04
O 2.6030 1.5620 0.7129 0.16
H -2.3773 0.1780 0.5352 0.11
H 0.6886 0.4509 -1.5307 0.15
H -0.6544 1.1494 1.3604 0.12
H -0.6999 2.2034 -0.0783 0.10
H -0.4918 -1.5856 -1.1187 0.08
H -0.5613 -2.3059 0.5085 0.08
H 0.9112 -2.4151 -0.4946 0.08

14
Properties=species:S:1:pos:R:3:lowdin_charge:R:1 method="wB97M-V/def2-TZVPD" total_charge=0 gap_ev=10.539 e_homo_ev=-9.996 smiles="O=C1C[C@H](CO)N1" e_lumo_ev=0.5
C 1.5902 0.2119 -0.0877 -0.32
C 0.1134 0.0895 0.5003 -0.32
C -1.1014 0.9970 -0.0888 -0.04
C -1.8242 -0.3675 -0.1804 -0.21
H 1.6413 -1.5769 -0.0991 0.09
H 1.1943 0.6057 -1.1982 0.16
H 2.1541 1.1694 0.2357 0.14
H -0.0950 0.1370 1.6417 0.17
H -0.9270 1.4264 -1.0037 0.06
H -1.3436 2.0132 0.4486 0.15
H -0.2122 -2.0190 -0.1802 0.16
N -0.4298 -0.9870 -0.2242 0.02
O 2.3052 -0.8797 0.0852 -0.01
O -3.0654 -0.8200 0.1508 -0.05

Relative energy (zero: lowest compared OMol25 entry of this formula, charge and spin) across the listed records, respectively: 623.29; 389.73; 356.61; 45.93; 578.01; 320.00; 250.44; 639.65; 457.22 kJ/mol.